{
  "formula": "C54H50ClFN10O4",
  "method": "the ωB97M-V functional and the def2-TZVPD basis",
  "largest_force_ev_per_a": 2.5,
  "e_lumo_ev": -1.4,
  "e_homo_ha": -0.34237,
  "total_energy_ha": -3496.123498,
  "symbols": ["C", "C", "F", "C", "C", "C", "Cl", "C", "O", "C", "O", "N", "O", "C", "C", "C", "C", "C", "N", "C", "C", "O", "H", "H", "H", "H", "H", "H", "H", "H", "H", "H", "C", "C", "C", "N", "C", "C", "H", "H", "H", "H", "H", "C", "C", "C", "N", "C", "C", "H", "H", "H", "H", "H", "C", "C", "C", "N", "C", "C", "H", "H", "H", "H", "H", "C", "C", "C", "N", "C", "C", "H", "H", "H", "H", "H", "C", "C", "C", "N", "C", "C", "H", "H", "H", "H", "H", "C", "C", "C", "N", "C", "C", "H", "H", "H", "H", "H", "C", "C", "C", "N", "C", "C", "H", "H", "H", "H", "H", "C", "C", "C", "N", "C", "C", "H", "H", "H", "H", "H"],
  "coordinates": [[-1.5653, 0.0380, 3.3364], [-2.0211, 0.9222, 2.1875], [-2.4542, 2.1401, 2.7448], [-0.9336, 1.2903, 1.1689], [-0.0405, 0.1710, 0.7310], [-0.3978, -1.0147, 0.2499], [-2.0461, -1.4517, -0.0027], [0.6433, -2.0377, -0.0925], [0.3669, -3.2230, -0.0538], [2.0064, -1.5403, -0.4333], [2.7643, -2.3945, -1.1954], [3.0925, -3.6354, -0.5302], [3.4342, -3.4640, 0.5676], [2.4255, -0.3540, 0.0000], [3.7868, 0.1663, -0.2980], [4.2630, 0.0449, -1.5783], [5.5352, 0.5257, -1.7862], [6.1745, 1.0958, -0.7207], [5.7155, 1.2495, 0.5049], [4.5019, 0.7571, 0.7172], [1.4527, 0.4253, 0.8547], [1.8371, 1.2820, 1.6253], [-1.4595, 0.5790, 4.2816], [-2.3522, -0.7018, 3.4991], [-0.6532, -0.5303, 3.1448], [-2.8945, 0.5231, 1.6812], [-0.3732, 2.1434, 1.5418], [-1.4526, 1.6575, 0.2742], [3.6874, -0.4113, -2.3666], [5.9979, 0.4406, -2.7660], [7.1786, 1.4725, -0.9045], [4.0923, 0.8542, 1.7087], [0.8013, 1.0097, 8.7935], [-0.5632, 1.2456, 8.8257], [-1.3009, 0.9910, 7.6798], [-0.7725, 0.5351, 6.5450], [0.5410, 0.3153, 6.5339], [1.3694, 0.5331, 7.6240], [1.4132, 1.1946, 9.6674], [-1.0462, 1.6183, 9.7185], [-2.3724, 1.1581, 7.6601], [0.9429, -0.0543, 5.5959], [2.4303, 0.3350, 7.5565], [-7.9094, -0.5819, 2.4550], [-7.1673, 0.5818, 2.3383], [-5.8126, 0.5293, 2.6265], [-5.1790, -0.5793, 3.0123], [-5.9089, -1.6866, 3.1268], [-7.2697, -1.7432, 2.8601], [-8.9667, -0.5829, 2.2359], [-7.6264, 1.5059, 2.0304], [-5.1954, 1.4184, 2.5444], [-5.3670, -2.5712, 3.4454], [-7.8117, -2.6734, 2.9653], [-11.5193, 2.6394, -0.6756], [-11.6761, 2.5508, 0.6981], [-10.6962, 1.8982, 1.4299], [-9.6098, 1.3456, 0.8888], [-9.4795, 1.4410, -0.4348], [-10.3972, 2.0740, -1.2586], [-12.2612, 3.1420, -1.2831], [-12.5379, 2.9780, 1.1922], [-10.7764, 1.8080, 2.5087], [-8.5867, 0.9813, -0.8478], [-10.2355, 2.1215, -2.3272], [9.5557, 1.5467, -6.3966], [9.0799, 2.3572, -5.3816], [8.2434, 1.7952, -4.4302], [7.8652, 0.5172, -4.4333], [8.3354, -0.2490, -5.4239], [9.1771, 0.2144, -6.4210], [10.2121, 1.9465, -7.1589], [9.3499, 3.4026, -5.3262], [7.8493, 2.3945, -3.6158], [8.0118, -1.2841, -5.4049], [9.5270, -0.4525, -7.1970], [4.9300, -5.6510, 3.7194], [5.1296, -4.5371, 2.9200], [6.1894, -3.6951, 3.2247], [7.0258, -3.8924, 4.2433], [6.8153, -4.9679, 5.0002], [5.7893, -5.8751, 4.7827], [4.1154, -6.3351, 3.5163], [4.4818, -4.3236, 2.0795], [6.3865, -2.8118, 2.6255], [7.5097, -5.1018, 5.8226], [5.6679, -6.7330, 5.4300], [-5.9379, 3.4921, -2.5166], [-6.0869, 3.4002, -1.1432], [-5.0921, 2.7596, -0.4207], [-4.0016, 2.2261, -0.9628], [-3.8757, 2.3223, -2.2869], [-4.8089, 2.9427, -3.1040], [-6.6897, 3.9822, -3.1226], [-6.9526, 3.8128, -0.6427], [-5.1606, 2.6662, 0.6572], [-2.9797, 1.8753, -2.7049], [-4.6569, 2.9932, -4.1739], [8.9972, -2.3548, -1.3738], [9.1450, -1.7442, -2.6095], [10.3411, -1.9234, -3.2881], [11.3589, -2.6465, -2.8205], [11.1968, -3.2229, -1.6307], [10.0424, -3.1112, -0.8703], [8.0786, -2.2414, -0.8108], [8.3549, -1.1459, -3.0387], [10.5029, -1.4685, -4.2596], [12.0419, -3.8025, -1.2751], [9.9662, -3.6034, 0.0898], [-6.1204, 0.7505, -7.5169], [-6.2112, 0.2290, -6.2370], [-7.0212, 0.8799, -5.3194], [-7.7162, 1.9832, -5.5954], [-7.6146, 2.4705, -6.8315], [-6.8367, 1.8955, -7.8249], [-5.4999, 0.2717, -8.2638], [-5.6674, -0.6620, -5.9549], [-7.1252, 0.5073, -4.3060], [-8.1894, 3.3693, -7.0269], [-6.7938, 2.3343, -8.8123]],
  "atomic_forces_ev_per_a": [[-0.57, -0.61, 0.10], [0.50, 0.25, 0.39], [-0.12, 0.19, -0.16], [-0.63, 0.02, -0.47], [0.79, 0.46, 0.12], [0.03, 0.04, -0.28], [0.30, -0.16, 0.09], [-1.06, -1.04, 0.32], [0.59, 0.80, -0.41], [-0.11, -0.06, 0.08], [-0.74, 0.27, -0.28], [0.89, -0.28, 0.63], [-0.70, -0.06, -0.61], [0.11, 0.19, 0.17], [-2.34, -0.66, 0.69], [0.62, 0.12, -0.21], [-0.51, -0.49, -1.00], [1.82, 0.75, -0.33], [-0.19, -0.17, 0.40], [0.66, 0.43, 0.15], [-0.16, 0.58, 0.27], [-0.06, -0.45, -0.48], [0.08, 0.10, -0.36], [0.04, -0.02, 0.17], [0.09, 0.21, -0.12], [0.00, -0.14, 0.03], [0.27, -0.24, 0.22], [-0.04, -0.04, -0.01], [-0.11, -0.02, -0.04], [0.16, 0.13, 0.23], [0.02, 0.06, 0.17], [-0.01, -0.03, 0.06], [0.04, 0.01, 0.07], [0.03, -0.02, -0.02], [-0.10, -0.02, -0.12], [0.14, 0.04, 0.28], [-0.08, -0.03, -0.16], [-0.02, 0.00, 0.02], [0.00, 0.00, -0.01], [-0.02, 0.00, -0.01], [0.00, 0.03, 0.05], [0.06, 0.01, 0.02], [0.00, 0.00, -0.03], [0.03, -0.16, 0.11], [0.29, -0.07, 0.15], [0.10, -0.10, 0.05], [-0.03, 0.04, -0.05], [0.11, -0.04, -0.01], [0.07, 0.10, 0.00], [0.01, 0.06, -0.05], [-0.02, 0.00, -0.02], [0.02, 0.00, 0.05], [-0.05, -0.03, -0.01], [0.02, -0.01, 0.02], [-0.05, 0.04, -0.03], [0.02, 0.00, -0.02], [0.09, -0.06, 0.06], [-0.58, 0.32, -0.35], [0.17, -0.11, 0.08], [-0.02, 0.02, 0.01], [0.00, 0.00, 0.00], [0.01, -0.01, 0.02], [-0.06, 0.03, 0.00], [-0.01, 0.03, -0.05], [0.03, -0.02, 0.00], [0.06, 0.03, -0.07], [0.01, -0.01, 0.00], [-0.15, -0.05, 0.19], [0.16, 0.14, -0.46], [-0.23, 0.10, 0.12], [-0.03, -0.01, -0.01], [0.00, -0.01, 0.01], [-0.01, 0.00, 0.03], [0.03, 0.06, -0.03], [0.06, -0.02, -0.05], [-0.02, -0.02, 0.01], [-0.04, -0.05, 0.00], [-0.01, -0.01, -0.02], [0.10, 0.06, 0.04], [-0.09, -0.08, -0.04], [0.10, 0.08, 0.03], [-0.02, 0.02, -0.03], [0.00, 0.01, 0.00], [0.23, -0.14, 0.31], [-0.06, -0.01, -0.03], [-0.03, -0.06, 0.01], [0.02, 0.01, 0.01], [-0.08, 0.05, -0.07], [0.03, -0.03, -0.08], [0.06, -0.04, 0.30], [0.03, 0.00, -0.19], [0.04, -0.05, 0.07], [0.01, -0.02, 0.01], [0.00, -0.04, -0.02], [0.01, -0.01, 0.03], [-0.07, 0.06, 0.00], [-0.02, 0.02, -0.06], [0.01, -0.02, 0.00], [-0.04, -0.01, 0.03], [0.00, -0.15, 0.09], [0.13, -0.07, 0.02], [-0.10, 0.02, 0.05], [0.12, -0.01, -0.08], [-0.02, 0.02, -0.01], [0.00, 0.01, 0.00], [0.03, -0.01, 0.12], [-0.05, 0.04, 0.01], [-0.03, -0.02, 0.05], [0.03, 0.00, 0.00], [0.05, -0.03, -0.06], [-0.01, 0.02, -0.02], [-0.10, 0.08, 0.14], [0.09, -0.05, -0.08], [-0.08, 0.07, 0.09], [0.01, -0.02, 0.03], [0.00, 0.00, 0.00], [-0.01, 0.00, 0.02], [0.07, -0.05, -0.01], [0.02, 0.00, -0.06], [-0.01, 0.02, 0.01]],
  "lowdin_charge": [-0.025, -0.379, -0.048, -0.086, -0.156, -0.510, 0.804, -0.310, 0.110, -0.180, -0.024, 0.079, 0.082, 0.000, -0.152, -0.003, -0.051, -0.164, 0.092, -0.074, -0.231, 0.127, 0.056, 0.067, 0.074, 0.081, 0.124, 0.118, 0.125, 0.084, 0.106, 0.116, -0.083, -0.075, -0.146, 0.053, -0.147, -0.071, 0.104, 0.100, 0.106, 0.103, 0.102, -0.084, -0.079, -0.150, 0.065, -0.156, -0.072, 0.087, 0.077, 0.087, 0.102, 0.098, -0.077, -0.070, -0.139, 0.035, -0.141, -0.066, 0.106, 0.102, 0.109, 0.109, 0.103, -0.072, -0.064, -0.139, 0.038, -0.170, -0.068, 0.108, 0.104, 0.104, 0.113, 0.107, -0.077, -0.070, -0.153, 0.051, -0.162, -0.078, 0.106, 0.059, 0.101, 0.101, 0.099, -0.081, -0.070, -0.146, 0.066, -0.151, -0.079, 0.103, 0.101, 0.088, 0.102, 0.099, -0.075, -0.072, -0.152, 0.052, -0.160, -0.074, 0.101, 0.059, 0.091, 0.101, 0.101, -0.081, -0.072, -0.166, 0.051, -0.159, -0.075, 0.106, 0.103, 0.102, 0.102, 0.101]
}